Below is a single C19H26N4O3S molecule in a non-equilibrium geometry, with properties calculated with wB97M-V/def2-TZVPD.

Computed properties:
E_LUMO = 0.5 eV
gap between HOMO and LUMO = 9.16 eV
energy relative to the best compared isomer or geometry (same formula, charge and spin) = 183.3 kJ/mol
structure (SMILES) = Cc1ccc(CNC(=O)[C@@H]2CCCN(S(=O)(=O)c3c(C)n[nH]c3C)C2)cc1
charge = 0
E_tot = -43063.82358 eV

Element x y z (Å)
C1 4.756780 3.385462 0.192165
C2 4.195270 2.017195 -0.054995
C3 3.120787 1.839671 -0.918684
C4 2.586337 0.585012 -1.138635
C5 3.113256 -0.527055 -0.493209
C6 2.493426 -1.876961 -0.694949
N1 1.340356 -2.021309 0.188896
C7 0.482335 -3.034762 -0.014297
O1 0.702223 -3.916473 -0.824358
C8 -0.741944 -3.132728 0.912831
C9 -1.902390 -3.742356 0.115123
C10 -2.444094 -2.710867 -0.871242
C11 -2.915449 -1.471584 -0.115666
N2 -1.866519 -0.906831 0.707671
S1 -0.919875 0.225422 -0.066886
O2 0.155347 0.543079 0.840164
O3 -0.573575 -0.156217 -1.406703
C12 -2.034094 1.586299 -0.117137
C13 -2.732426 2.166648 -1.203483
C14 -2.709478 1.743161 -2.625814
N3 -3.454452 3.183118 -0.773228
N4 -3.241836 3.269694 0.544263
C15 -2.388782 2.330405 0.995556
C16 -1.979027 2.186523 2.409863
C17 -1.226058 -1.850021 1.598714
C18 4.183350 -0.353754 0.372986
C19 4.719804 0.903416 0.586073
H1 5.771799 3.326485 0.578010
H2 4.144451 3.912307 0.924883
H3 4.760892 3.972685 -0.723796
H4 2.699165 2.696995 -1.424412
H5 1.744646 0.461858 -1.802799
H6 3.202765 -2.679880 -0.465914
H7 2.159863 -2.006326 -1.730925
H8 1.070948 -1.179273 0.676357
H9 -0.443109 -3.837298 1.699879
H10 -2.696223 -4.057323 0.797469
H11 -1.535577 -4.615434 -0.425053
H12 -3.273812 -3.128675 -1.443200
H13 -1.653465 -2.421296 -1.565093
H14 -3.756466 -1.723351 0.541705
H15 -3.233121 -0.688855 -0.806600
H16 -1.889829 1.048694 -2.785255
H17 -3.648724 1.256848 -2.887365
H18 -2.595228 2.612073 -3.269061
H19 -3.696273 3.998097 1.073218
H20 -0.975968 1.768604 2.441121
H21 -2.650399 1.503932 2.931030
H22 -1.995274 3.148058 2.918521
H23 -1.969914 -2.127811 2.356953
H24 -0.418282 -1.316433 2.100228
H25 4.602047 -1.209650 0.883443
H26 5.555815 1.020787 1.261640

Forces on atoms 1 to 2 (eV/Å):
-0.1 0.0 0.0
0.0 0.0 0.0

Atomic partial charges in e from the Löwdin method, atoms 1 to 2:
1 C -0.056
2 C -0.283